This record from the OMol25 dataset describes a 13-piece molecular cluster, C37H108N18O13 overall. The level of theory is ωB97M-V with the def2-TZVPD basis set.

Output
E_tot = -93555.822 eV
HOMO-LUMO gap = 8.50 eV
Molar mass = 1013.38 g/mol
E_HOMO = -8.41 eV
Energy above the lowest of the compared OMol25 structures with the same formula, charge and spin = 665.92 kJ/mol
Charge = 0
LUMO = 0.0861 eV

Last column: Mulliken charge in e.
Geometry (Å):
C: -2.525 -0.841 5.401  -1.605
C: -1.527 -2.042 5.549  0.292
C: -0.897 -2.427 4.159  -0.385
O: -1.931 -2.671 3.209  -0.472
C: -1.712 -2.424 1.796  0.302
N: -0.509 -1.391 6.352  -0.564
H: -2.778 -0.238 6.273  0.686
H: -3.546 -1.100 5.120  0.396
H: -2.142 -0.073 4.729  0.130
H: -1.996 -2.924 5.985  0.477
H: -0.246 -3.293 4.273  0.447
H: -0.187 -1.709 3.749  -0.102
H: -2.529 -2.988 1.346  0.471
H: -0.773 -2.761 1.359  -0.236
H: -1.720 -1.354 1.590  -0.244
H: 0.154 -2.091 6.655  0.239
H: -0.985 -1.097 7.192  0.233
C: 1.489 -6.460 -2.625  -0.927
C: 0.495 -6.575 -1.431  0.570
C: -0.028 -5.231 -0.866  -0.883
O: 0.867 -4.243 -0.569  0.265
C: 1.611 -4.335 0.618  -0.937
N: -0.510 -7.550 -1.692  -0.663
H: 1.797 -7.423 -3.031  0.441
H: 2.443 -5.980 -2.407  0.077
H: 0.975 -5.778 -3.302  0.058
H: 1.115 -7.066 -0.681  0.054
H: -0.846 -5.328 -0.152  0.467
H: -0.559 -4.835 -1.732  0.305
H: 2.483 -4.951 0.401  0.126
H: 1.025 -4.821 1.398  0.400
H: 1.819 -3.415 1.165  -0.004
H: -0.381 -8.346 -2.300  0.238
H: -1.348 -7.089 -2.015  0.222
C: -4.566 -0.654 -0.426  -0.683
C: -4.971 -1.082 -1.845  0.543
C: -3.847 -1.854 -2.640  -1.084
O: -2.711 -1.052 -2.624  0.327
C: -2.507 -0.201 -3.755  -0.427
N: -6.225 -1.799 -1.704  -0.794
H: -4.211 -1.471 0.203  0.174
H: -5.391 -0.208 0.130  0.565
H: -3.832 0.134 -0.596  -0.273
H: -5.077 -0.175 -2.441  0.106
H: -4.185 -2.046 -3.658  0.400
H: -3.566 -2.779 -2.136  0.273
H: -3.530 0.004 -4.070  0.585
H: -2.091 -0.793 -4.570  0.334
H: -1.986 0.734 -3.546  -0.705
H: -6.999 -1.206 -1.443  0.297
H: -6.185 -2.447 -0.931  0.301
C: 2.843 4.085 -6.284  -1.387
C: 2.169 4.082 -4.920  0.214
C: 1.777 2.568 -4.488  -1.036
O: 1.225 2.413 -3.168  0.874
C: -0.174 2.769 -2.970  -0.664
N: 2.981 4.836 -3.875  -0.615
H: 2.372 3.310 -6.888  0.350
H: 3.891 3.835 -6.123  0.344
H: 2.785 5.026 -6.832  0.317
H: 1.246 4.656 -5.004  0.286
H: 2.722 2.036 -4.371  0.279
H: 1.051 1.980 -5.051  0.473
H: -0.726 2.439 -3.850  0.795
H: -0.151 3.857 -2.897  0.327
H: -0.350 2.137 -2.099  -0.687
H: 2.559 4.567 -2.997  0.052
H: 3.874 4.369 -3.812  0.343
C: 5.259 -2.219 -1.893  -1.472
C: 4.727 -3.098 -0.713  3.194
C: 5.301 -4.514 -0.537  -1.290
O: 4.671 -5.394 -1.472  -0.192
C: 5.526 -6.423 -1.919  -1.011
N: 5.010 -2.310 0.431  -0.576
H: 6.335 -2.045 -1.870  0.337
H: 4.812 -1.228 -1.966  0.126
H: 4.983 -2.673 -2.845  0.413
H: 3.663 -3.252 -0.894  -1.623
H: 4.966 -4.895 0.427  0.297
H: 6.391 -4.557 -0.546  0.537
H: 5.045 -7.312 -2.328  0.277
H: 6.084 -6.892 -1.109  0.394
H: 6.147 -6.163 -2.777  0.359
H: 4.438 -1.478 0.469  -0.172
H: 4.651 -2.702 1.289  0.372
C: 0.613 4.718 -0.463  -0.625
C: 1.034 5.272 0.891  0.734
C: 2.355 4.693 1.406  -0.182
O: 2.743 5.316 2.586  -0.497
C: 1.833 5.139 3.669  -0.436
N: 1.176 6.698 0.571  -0.829
H: 0.139 3.750 -0.299  0.055
H: 1.479 4.560 -1.107  -0.523
H: -0.130 5.327 -0.977  0.397
H: 0.141 5.249 1.515  0.291
H: 3.100 4.723 0.611  0.372
H: 2.167 3.628 1.542  -0.105
H: 2.341 5.382 4.602  0.367
H: 1.565 4.082 3.693  -0.028
H: 0.934 5.755 3.674  0.249
H: 0.249 7.057 0.395  0.252
H: 1.486 7.208 1.386  0.296
C: 2.018 -1.829 -2.693  -1.595
C: 0.519 -1.629 -3.017  1.886
C: 0.066 -2.573 -4.196  -0.676
O: 0.474 -2.002 -5.429  -0.311
C: 0.656 -2.960 -6.393  -0.838
N: -0.185 -1.910 -1.740  0.483
H: 2.467 -1.100 -2.020  -0.145
H: 2.527 -1.687 -3.647  0.725
H: 2.293 -2.834 -2.371  -0.204
H: 0.430 -0.561 -3.215  -0.094
H: -0.995 -2.810 -4.275  0.568
H: 0.601 -3.506 -4.024  0.021
H: 1.442 -3.669 -6.132  0.295
H: 0.965 -2.425 -7.290  0.262
H: -0.283 -3.511 -6.463  0.333
H: -1.142 -1.977 -2.055  -0.144
H: 0.077 -2.824 -1.399  -0.763
C: -7.329 2.313 4.240  -1.487
C: -6.031 3.019 3.982  0.883
C: -5.644 2.846 2.525  -0.738
O: -5.292 1.459 2.267  -0.420
C: -3.929 1.191 2.608  0.177
N: -6.199 4.439 4.272  -0.797
H: -8.118 2.748 3.625  0.344
H: -7.691 2.302 5.268  0.374
H: -7.165 1.272 3.960  0.306
H: -5.298 2.639 4.693  0.136
H: -4.770 3.495 2.460  0.237
H: -6.446 3.166 1.860  0.422
H: -3.601 0.158 2.732  -0.316
H: -3.765 1.676 3.570  0.347
H: -3.298 1.524 1.784  -0.134
H: -6.736 4.863 3.529  0.287
H: -5.326 4.939 4.187  0.279
C: -3.514 3.380 -0.865  0.641
O: -2.809 2.639 -0.156  -0.681
N: -4.099 4.516 -0.449  -0.547
N: -3.894 3.094 -1.999  -0.361
H: -4.798 4.886 -1.078  0.128
H: -4.113 4.643 0.553  0.260
H: -3.546 2.229 -2.386  0.047
H: -4.740 3.591 -2.239  0.229
C: 0.361 0.500 0.882  1.172
O: 0.398 1.073 2.000  -1.399
N: 1.258 -0.341 0.459  1.961
N: -0.527 0.627 -0.066  1.980
H: 1.906 -0.553 1.205  -0.492
H: 1.053 -0.978 -0.297  -1.431
H: -1.327 1.224 0.084  -0.727
H: -0.524 -0.077 -0.791  -0.803
C: -0.704 2.517 5.181  0.641
O: -0.806 3.647 4.807  -0.654
N: -0.117 1.593 4.541  -0.053
N: -1.315 2.036 6.277  -0.361
H: 0.139 1.723 3.572  0.424
H: -0.196 0.601 4.712  0.160
H: -1.347 1.038 6.434  0.120
H: -1.672 2.720 6.930  0.211
C: 3.886 0.242 3.030  0.510
O: 3.954 0.168 1.852  -0.439
N: 3.767 1.341 3.740  -0.433
N: 3.927 -0.764 3.777  -0.330
H: 3.524 2.183 3.238  0.124
H: 3.583 1.165 4.717  0.170
H: 3.924 -0.617 4.776  0.120
H: 4.053 -1.729 3.508  0.186
C: 4.281 2.215 -1.196  0.203
O: 4.685 3.011 -2.004  -0.722
N: 3.053 1.830 -1.019  1.461
N: 5.079 1.504 -0.385  -0.160
H: 2.765 1.188 -0.294  -0.219
H: 2.316 2.323 -1.502  -0.855
H: 6.073 1.644 -0.501  0.213
H: 4.727 1.105 0.473  0.171

***

This record from the OMol25 dataset describes C4H7NO as an isolated structure. The level of theory is ωB97M-V with the def2-TZVPD basis set.

Output
E_tot = -7794.192 eV
HOMO-LUMO gap = 10.03 eV
Molar mass = 85.11 g/mol
E_HOMO = -9.06 eV
Energy above the lowest of the compared OMol25 structures with the same formula, charge and spin = 526.09 kJ/mol
Charge = 0
LUMO = 0.9659 eV

Last column: Mulliken charge in e.
Geometry (Å):
C: -1.438 0.816 1.031  -0.722
O: -0.904 0.392 -0.223  -0.357
C: 0.261 -0.314 -0.180  0.973
C: 1.293 0.080 -1.210  -1.245
C: 0.719 -0.904 1.127  -0.570
N: 0.254 -1.890 0.454  -0.269
H: -0.727 1.449 1.569  0.338
H: -1.701 -0.043 1.657  0.345
H: -2.337 1.383 0.785  0.241
H: -0.079 -1.533 -0.647  0.240
H: 0.822 0.282 -2.176  0.347
H: 1.799 0.988 -0.864  0.317
H: 2.040 -0.708 -1.323  0.363

***

This record from the OMol25 dataset describes one molecule with the formula C12H17ClN2. The level of theory is ωB97M-V with the def2-TZVPD basis set.

Output
E_tot = -28222.580 eV
HOMO-LUMO gap = 9.28 eV
Molar mass = 224.74 g/mol
E_HOMO = -8.49 eV
Energy above the lowest of the compared OMol25 structures with the same formula, charge and spin = 0.00 kJ/mol
SMILES string = C[C@H]1CCCCN1Cc1ccc(Cl)nc1
Charge = 0
LUMO = 0.7962 eV

Last column: Mulliken charge in e.
Geometry (Å):
C: -1.331 -2.446 0.167  -1.543
H: -1.107 -2.558 -0.889  0.328
H: -1.513 -3.428 0.597  0.437
H: -2.235 -1.850 0.263  0.359
C: -0.174 -1.750 0.892  -0.046
N: 0.000 -0.412 0.324  0.557
C: -0.370 0.680 1.193  -0.944
C: -0.736 1.903 0.396  0.644
C: -1.459 1.784 -0.786  -0.221
N: -1.825 2.815 -1.525  -0.573
C: -1.489 4.020 -1.118  0.172
C: -0.767 4.276 0.040  -0.431
C: -0.386 3.186 0.803  -0.602
H: 0.180 3.334 1.712  0.402
H: -0.515 5.285 0.323  0.422
Cl: -1.996 5.327 -2.119  -0.188
H: -1.747 0.810 -1.155  0.475
H: -1.252 0.378 1.768  0.446
H: 0.430 0.938 1.914  0.240
C: 1.270 -0.190 -0.336  -0.757
C: 1.540 -1.323 -1.317  -0.818
C: 1.689 -2.663 -0.582  -0.619
C: 1.115 -2.574 0.833  -0.998
H: 0.914 -3.575 1.219  0.470
H: 1.851 -2.114 1.496  0.339
H: 1.179 -3.449 -1.140  0.319
H: 2.741 -2.943 -0.515  0.338
H: 0.700 -1.364 -2.012  0.248
H: 2.438 -1.099 -1.894  0.424
H: 1.198 0.757 -0.880  0.475
H: 2.108 -0.097 0.380  0.293
H: -0.452 -1.659 1.953  0.351

***

Which of these has the lowest LUMO?
C37H108N18O13